(1)
58
Properties=species:S:1:pos:R:3:forces:R:3 method="wB97M-V/def2-TZVPD" multiplicity=3 de_lowest_kj_mol=65.3 max_force_ha_per_bohr=0.0076 e_tot_ha=-4259.21660 e_lumo_ev="-4.3 / -4.3" charge=+1 gap_ev="5.592 / 5.573"
V 1.3673 -1.5188 -0.1825 -0.0490 0.2467 -0.2975
C 1.7839 0.1342 5.1625 -0.0206 0.0078 -0.0148
S 0.8166 0.8532 3.8220 0.0014 0.0390 0.0436
C 1.4867 0.0630 2.4539 0.0597 -0.1262 -0.1724
S 0.8373 0.5343 0.8978 -0.1100 0.2139 0.3024
N 2.4326 -0.8266 2.5840 -0.0167 0.0198 0.0837
N 2.7710 -1.3060 1.3457 0.0005 -0.2115 0.0609
C 3.9231 -1.8197 1.1458 -0.0177 -0.0590 -0.1894
C 4.2286 -2.1309 -0.2553 -0.0071 0.1238 -0.0118
C 5.4239 -2.6820 -0.6704 -0.0170 -0.0016 -0.0013
C 5.6335 -2.8610 -2.0326 -0.0433 0.0113 -0.0171
C 4.6398 -2.4937 -2.9229 0.0590 -0.0310 0.0034
C 3.4577 -1.9660 -2.4275 -0.0362 -0.0084 0.0154
N 3.2604 -1.7690 -1.1268 -0.0319 -0.1267 -0.0721
H 1.3733 0.5531 6.0787 0.0017 0.0006 0.0025
H 1.6754 -0.9466 5.1643 0.0058 -0.0011 0.0171
H 2.8308 0.4074 5.0659 0.0013 -0.0037 -0.0046
H 4.6526 -1.9643 1.9356 -0.0370 0.1277 0.0615
H 6.1711 -2.9625 0.0589 0.0122 0.0085 -0.0090
H 6.5612 -3.2850 -2.3919 0.0036 -0.0030 0.0096
H 4.7646 -2.6237 -3.9879 -0.0079 0.0084 -0.0017
H 2.6385 -1.7030 -3.0840 -0.0029 -0.0011 0.0036
N -2.9001 -0.3673 -3.2900 0.0340 -0.0112 -0.0050
C -1.6188 -0.0550 -3.0045 -0.0216 0.0547 0.0176
C -0.9034 -0.7544 -2.0112 0.1369 -0.0893 -0.0372
N 0.3410 -0.4177 -1.7176 0.1447 -0.0132 0.0444
C 0.9081 0.6134 -2.3642 0.0065 0.0258 -0.0093
C 0.1893 1.2825 -3.3349 -0.0185 -0.0099 -0.0026
N -1.0559 0.9588 -3.6600 -0.0033 -0.0071 0.0033
H -3.3271 -1.2002 -2.9262 -0.0157 0.0111 0.0043
H -3.3451 0.1094 -4.0554 -0.0053 -0.0056 -0.0016
H -1.3464 -1.5892 -1.4843 -0.0136 -0.0023 -0.0195
H 1.9111 0.8980 -2.0809 -0.0001 -0.0067 0.0030
H 0.6329 2.1129 -3.8700 0.0099 -0.0002 0.0059
Cl 1.4296 -4.5689 1.3159 -0.0092 -0.0692 -0.0009
C -0.1315 -4.1231 0.6313 -0.0346 0.0045 -0.0389
Cl -0.6167 -2.4973 1.2483 0.0267 0.0047 0.0938
C -0.0741 -3.8998 -0.8907 -0.0504 0.0282 0.1207
O -0.9024 -4.4078 -1.5938 0.1056 -0.0664 -0.0924
O 0.8582 -3.0522 -1.2463 -0.0249 -0.1066 0.1120
H -0.8890 -4.8420 0.9184 0.0016 0.0094 0.0204
C -3.7915 1.5414 2.2292 0.0369 -0.0517 -0.0161
Te -3.3175 0.2038 0.6227 -0.0105 0.0950 -0.0061
C -2.5109 1.9716 -0.2841 0.0039 -0.0807 -0.0227
C -3.2385 3.1186 0.3694 -0.0066 -0.0058 -0.0027
C -3.2885 4.3757 -0.2225 0.0011 -0.0005 0.0155
C -3.9584 5.4175 0.3999 0.0125 0.0011 -0.0166
C -4.5836 5.2069 1.6207 0.0010 -0.0029 0.0059
C -4.5371 3.9553 2.2149 0.0094 0.0173 0.0018
C -3.8660 2.9069 1.5955 -0.0045 0.0072 0.0011
H -2.9961 1.4849 2.9716 -0.0197 0.0021 0.0223
H -4.7303 1.2474 2.6920 -0.0074 -0.0018 -0.0144
H -2.6717 1.9461 -1.3606 -0.0323 0.0225 0.0234
H -1.4399 2.0084 -0.0801 0.0022 0.0151 -0.0288
H -2.8095 4.5355 -1.1813 0.0030 0.0035 0.0011
H -4.0009 6.3899 -0.0726 -0.0041 0.0010 0.0036
H -5.1156 6.0149 2.1050 -0.0039 -0.0022 0.0008
H -5.0335 3.7887 3.1632 0.0022 -0.0038 0.0019

=====

(2)
60
Properties=species:S:1:pos:R:3:forces:R:3 method="wB97M-V/def2-TZVPD" de_lowest_kj_mol=93.3 max_force_ha_per_bohr=0.0281 e_tot_ha=-7335.67160 e_lumo_ev=-10.1 charge=+3 gap_ev=5.721
Ta 0.0759 0.2455 -0.5068 -0.0310 0.0217 0.3141
C -3.3179 1.2443 0.1547 0.0262 0.0791 -0.0145
Se -1.6123 2.1641 0.3690 0.0057 0.0426 0.1914
C -1.7305 3.5038 -1.0204 -0.0621 0.1814 -0.0518
C -1.8946 2.9165 -2.3970 -0.1414 0.0942 -0.0616
Se -0.4696 1.6733 -2.8716 0.2302 -0.1224 -0.1056
C -1.5820 0.5366 -3.9898 0.0522 0.0435 -0.0725
H -4.0828 1.9795 0.3912 -0.0571 -0.0474 -0.0102
H -3.3086 0.4393 0.8825 -0.0281 -0.0077 0.0064
H -3.4244 0.8509 -0.8512 -0.0017 -0.0104 0.0038
H -0.8354 4.1172 -0.9183 -0.0008 0.0106 -0.0674
H -2.5834 4.1352 -0.7674 0.0024 0.0147 -0.0073
H -1.8824 3.7012 -3.1533 0.0082 0.0112 0.0016
H -2.8257 2.3623 -2.4973 -0.0262 0.0246 0.0202
H -2.0901 1.2141 -4.6725 0.0000 -0.0487 -0.0554
H -2.2937 -0.0189 -3.3867 -0.0128 0.0156 0.0073
H -0.9296 -0.1244 -4.5538 -0.0107 -0.0226 0.0127
Cl -3.5209 -2.6078 -2.2852 0.0240 0.0402 0.0127
C -1.8710 -2.8246 -2.6545 0.0590 -0.3395 -0.3227
C -1.4458 -3.8630 -3.5211 -0.0424 0.1323 0.1313
C -0.1174 -4.0293 -3.8120 0.0547 -0.1273 -0.0871
Cl 0.3652 -5.3079 -4.8419 0.0031 0.0404 0.0179
C 0.8826 -3.1671 -3.2616 0.1089 -0.0529 -0.0798
C 2.2719 -3.2755 -3.4543 -0.1530 -0.0927 -0.0368
C 3.1005 -2.3883 -2.8095 0.0566 0.1657 0.1270
C 2.5701 -1.3885 -1.9967 0.0297 -0.0401 0.0755
N 1.2545 -1.2171 -1.7921 0.3090 -0.1833 -0.1440
C 0.4368 -2.1355 -2.4320 0.0278 0.0473 0.0913
C -0.9154 -1.9991 -2.1491 0.1154 0.8382 0.5055
O -1.0959 -0.9484 -1.2922 -1.2278 -0.7308 -0.2242
H -2.1834 -4.5314 -3.9439 0.0028 -0.0048 0.0029
H 2.6743 -4.0577 -4.0858 -0.0069 0.0115 0.0011
H 4.1741 -2.4532 -2.9144 -0.0101 -0.0057 0.0046
H 3.2250 -0.7046 -1.4871 0.0630 0.0272 0.0140
N 5.0393 2.3857 -0.7805 -0.2517 -0.2440 0.2870
N 3.6911 2.4082 -0.6296 0.1829 0.1784 -0.0262
N 3.1016 3.3676 0.0537 -0.1432 -0.1000 -0.1324
C 1.8423 2.9767 0.0228 -0.0795 0.2239 0.0389
N 1.6942 1.8384 -0.6674 0.4793 -0.1953 0.0368
N 2.9204 1.4758 -1.0688 -0.1186 0.1951 -0.0632
H 5.4273 3.3038 -0.6041 0.0972 0.0120 -0.1491
H 5.3203 1.8970 -1.6186 0.0877 0.1728 -0.0999
H 1.0475 3.5369 0.4876 0.0516 -0.0540 0.0745
O -0.9102 -0.4465 1.1534 -0.0271 0.0983 0.3453
C 0.0619 -0.1462 1.9974 0.2736 -0.1384 -0.9797
O 1.0899 0.2856 1.2688 0.0574 -0.1068 0.2519
C 0.0123 -0.2363 3.3728 -0.0177 -0.0472 0.2335
C 1.1881 0.0737 4.1114 -0.0390 -0.0025 0.0534
C 1.2130 -0.0005 5.4825 -0.0607 -0.0276 -0.1718
C 0.0222 -0.3935 6.0878 0.1653 0.0394 0.1990
O -0.1821 -0.5332 7.3738 -0.2080 -0.0620 0.0297
C -1.5661 -0.9569 7.5597 0.1679 0.0420 -0.1804
O -2.1172 -1.0641 6.2426 0.0505 0.0283 0.0864
C -1.1523 -0.7106 5.3716 -0.1240 -0.0395 -0.0026
C -1.2003 -0.6505 4.0234 0.1628 0.0081 -0.0878
H 2.0814 0.3644 3.5759 -0.0206 0.0021 -0.0253
H 2.0958 0.2177 6.0651 -0.0188 0.0091 0.0183
H -2.0851 -0.1887 8.1255 -0.0302 -0.0034 0.0416
H -1.5659 -1.9271 8.0469 -0.0177 -0.0175 0.0435
H -2.0873 -0.9190 3.4681 0.0136 0.0232 -0.0211

=====

(3)
49
Properties=species:S:1:pos:R:3:forces:R:3 method="wB97M-V/def2-TZVPD" de_lowest_kj_mol=114.2 smiles=CCOc1cccc(CNc2ccc(O)cc2)c1OCc1ccccc1Cl max_force_ha_per_bohr=0.0123 e_tot_ha=-1592.19632 e_lumo_ev=0.8 charge=0 gap_ev=7.995
C 2.5249 -4.5553 -3.5854 0.0337 0.3664 0.2655
C 3.0375 -3.3541 -2.8064 0.2718 -0.2157 -0.2400
H 3.7906 -3.6703 -2.0719 -0.0621 0.1051 -0.0638
H 3.4968 -2.6257 -3.4901 -0.0166 -0.0550 0.1409
O 1.9318 -2.7722 -2.1462 -0.2526 0.0697 0.1915
C 2.1364 -1.7131 -1.3165 -0.1690 0.0566 0.0854
C 3.3534 -1.0697 -1.1365 0.0014 -0.2185 -0.2002
C 3.4469 0.0129 -0.2769 -0.0357 0.0757 0.0607
C 2.3371 0.4677 0.4034 0.1038 0.0124 -0.0254
C 1.1080 -0.1614 0.2404 -0.1189 -0.2101 -0.0633
C 1.0060 -1.2570 -0.6112 0.0542 0.0145 -0.0298
O -0.1965 -1.9223 -0.7306 0.4259 -0.0942 0.2519
C -0.8778 -1.7197 -1.9630 -0.1952 0.0535 -0.3280
C -1.3411 -0.2904 -2.0771 -0.0429 -0.2081 0.0890
C -0.5197 0.6583 -2.6748 -0.1113 -0.0006 -0.0226
C -0.8686 1.9967 -2.6994 0.0681 0.0772 -0.0312
C -2.0570 2.4096 -2.1216 0.0323 -0.0076 0.0016
C -2.8928 1.4838 -1.5229 -0.0662 -0.0727 0.0631
C -2.5300 0.1462 -1.4970 0.1788 0.2115 -0.1681
Cl -3.5845 -0.9750 -0.7085 -0.1461 -0.1202 0.1384
H -3.8208 1.7930 -1.0675 -0.0953 0.0046 0.0408
H -2.3357 3.4523 -2.1329 -0.0347 0.0916 -0.0024
H -0.2123 2.7158 -3.1650 0.0591 0.0692 -0.0409
H 0.4104 0.3364 -3.1200 0.1026 -0.0592 -0.0408
H -0.2265 -1.9783 -2.8052 -0.0871 0.0323 0.1118
H -1.7227 -2.4101 -1.9325 0.1400 0.0920 -0.0882
C -0.1129 0.3519 0.9538 -0.2936 -0.0474 0.0044
N 0.2120 0.8140 2.2842 0.5765 -0.2248 -0.1334
C -0.7441 1.3894 3.0999 -0.2083 0.2311 0.2207
C -1.9432 1.9121 2.6103 0.2207 -0.1843 -0.0507
C -2.8334 2.5481 3.4523 -0.1088 0.1575 0.4912
C -2.5568 2.6780 4.8069 0.1563 -0.1059 -0.1873
C -1.3712 2.1559 5.3069 -0.1527 0.0373 -0.0230
C -0.4811 1.5198 4.4654 -0.0539 -0.0351 -0.1210
H 0.4376 1.1159 4.8673 0.1043 -0.0180 0.0382
H -1.1449 2.2442 6.3620 0.0227 0.0030 0.0792
O -3.4689 3.3153 5.6054 -0.1286 0.0940 0.1284
H -3.1444 3.3237 6.5131 -0.0381 -0.0055 -0.1222
H -3.7594 2.9494 3.0718 -0.1179 0.0459 -0.0617
H -2.1910 1.8224 1.5647 -0.0213 -0.0296 -0.1335
H 0.8625 0.2144 2.7726 -0.0905 0.0282 -0.0391
H -0.5022 1.2046 0.3838 -0.0558 -0.1052 -0.0230
H -0.8834 -0.4324 0.9648 0.0230 0.1947 -0.0544
H 2.4047 1.3195 1.0617 0.0079 0.0862 0.0770
H 4.4001 0.5034 -0.1483 0.0822 0.0457 0.0096
H 4.2338 -1.4048 -1.6613 0.0492 -0.0683 -0.0665
H 2.0547 -5.2613 -2.9067 -0.0259 -0.1036 0.0356
H 3.3494 -5.0439 -4.0967 0.0687 -0.0632 -0.0658
H 1.7881 -4.2381 -4.3186 -0.0541 -0.0030 -0.0986

=====

(4)
54
Properties=species:S:1:pos:R:3:forces:R:3 method="wB97M-V/def2-TZVPD" de_lowest_kj_mol=310.2 max_force_ha_per_bohr=0.0633 e_tot_ha=-6406.50873 e_lumo_ev="-6.2 / -6.0" charge=+1 gap_ev="5.287 / 5.309"
Pb 0.0177 0.5066 -0.9799 0.2220 0.6255 1.8412
O 4.4122 -1.0255 3.3590 0.5091 1.1249 -0.2376
C 4.3092 0.3832 3.0129 0.5168 -1.4491 0.8172
C 3.1502 0.4874 2.0102 -0.5031 2.4664 0.2508
C 3.1511 2.0450 1.9266 0.9097 0.5816 -0.0115
O 2.0633 2.7257 1.4124 -1.0314 -0.0138 -0.6322
C 3.5497 -0.1519 0.7002 0.6279 -0.5911 0.1975
Se 2.8245 0.4195 -1.0482 -0.0822 -0.0240 0.0364
C 1.8694 -0.1668 2.5382 -0.1694 0.6112 -0.0033
Se 0.0313 0.2664 1.7229 0.4394 -0.0862 -0.2931
H 5.2056 -1.0846 3.8974 0.0493 -0.4238 0.1467
H 5.2874 0.7976 2.6134 -1.0961 -0.5952 -0.0097
H 4.1281 0.9775 3.9354 -0.2893 -0.4489 -0.5273
H 4.0191 2.2750 1.3033 0.2528 0.0514 -0.2059
H 3.3776 2.5554 2.8816 -0.1508 -0.6919 -0.0624
H 1.4340 2.0619 1.1032 -0.2549 0.3110 0.1368
H 3.4159 -1.2300 0.8502 0.1570 0.1355 -0.5235
H 4.6410 0.0234 0.5770 -0.5842 -0.1241 -0.4141
H 1.7010 0.1590 3.5786 -0.0811 -0.4708 -0.3751
H 1.9926 -1.2378 2.4281 -0.2223 -0.1003 0.4806
C -5.0908 -0.0248 -0.9756 1.1982 1.5888 0.1203
C -5.5095 1.2815 -1.3321 -0.0235 -0.6050 0.1902
C -4.5750 2.3106 -1.4164 0.1171 -0.1853 -0.2197
C -3.2388 2.0749 -1.0735 -0.7053 -0.5849 -0.1071
N -2.8740 0.8787 -0.5875 0.3582 -0.1575 -0.4423
C -3.7559 -0.1257 -0.5630 -0.2984 -0.0825 0.1549
C -2.1896 3.1023 -1.2082 0.3109 0.3376 0.6085
C -2.5226 4.4871 -1.2953 -0.4593 -1.1998 0.0673
C -1.5423 5.4592 -1.3436 -0.9025 0.4055 -0.2355
C -0.2255 5.1059 -1.2683 1.1201 -0.3392 -0.0221
C 0.1324 3.7558 -1.0980 0.2276 -0.4158 -0.1323
C -0.8337 2.7517 -1.0745 -0.2513 1.2951 -0.6838
H -5.6784 -0.9191 -1.0088 -0.5589 -0.0111 0.1557
H -6.5616 1.5242 -1.5091 0.3935 -0.3212 -0.2345
H -4.8522 3.2746 -1.8411 -0.1194 -0.2780 0.3283
H -3.3684 -1.0439 -0.1127 -0.2057 0.0957 -0.3203
H -3.5869 4.7818 -1.3125 0.7750 -0.2271 0.0261
H -1.8459 6.5009 -1.4636 0.1915 -0.2954 0.0620
H 0.5517 5.8717 -1.4005 -0.2802 -0.5131 0.3265
H 1.1776 3.4989 -0.9887 0.1195 0.0781 -0.0856
F -0.4281 -7.1923 0.3051 0.4458 1.4506 -1.3825
C -0.4388 -6.6290 -0.9684 -1.2190 -3.0085 0.2386
F 0.5779 -7.1977 -1.6555 -0.1804 0.8047 0.6061
F -1.5688 -7.1517 -1.5236 0.3949 0.8547 0.1208
C -0.4184 -5.1349 -1.0171 1.0746 1.1392 0.2274
C 0.7909 -4.5116 -0.6607 -0.0595 0.3187 0.4523
C 0.9027 -3.1137 -0.6965 0.5774 -0.9936 -0.8030
N -0.0815 -2.3642 -1.1703 -0.2420 0.7611 0.4044
C -1.2222 -2.9530 -1.4993 -0.8882 0.0966 -0.4698
C -1.4620 -4.3149 -1.4673 0.6539 -0.9573 0.0605
H 1.6740 -5.0701 -0.3422 -0.4543 -0.0508 -0.0977
H 1.8868 -2.6512 -0.5120 -0.6916 -0.0252 0.1014
H -2.0296 -2.3136 -1.8577 0.2611 0.0113 0.0110
H -2.3748 -4.7353 -1.8839 0.1008 0.1252 0.3624